Formula: C2H7BO3
Source: the Open Molecules 2025 dataset
Level of theory: ωB97M-V/def2-TZVPD

Geometry as XYZ:
```
13
Properties=species:S:1:pos:R:3:forces:R:3:nbo_charge:R:1
B 0.07566 -0.82113 -0.46911 -0.89 -0.53 1.79 0.766
C -1.76657 -0.96955 -0.27619 3.30 0.62 -2.53 -0.942
C 2.15644 -2.00044 -1.21910 -2.32 1.20 0.77 0.319
O 0.64908 0.01376 0.43167 0.75 -0.75 -1.41 -0.950
O 0.02558 3.11017 1.45382 0.01 1.51 -0.19 -0.956
O 2.71995 -2.58427 -0.36340 0.01 0.09 -0.44 -0.508
H -2.17439 -0.63273 -1.25211 -0.04 0.56 0.81 0.224
H -2.09949 -1.96275 -0.28236 -0.04 -1.77 0.31 0.224
H -2.12897 -0.49415 0.61555 0.00 0.66 0.16 0.215
H 2.53955 -1.80545 -2.25512 -0.09 -0.17 0.35 0.124
H 0.22003 0.74855 0.86522 -0.62 0.24 0.23 0.523
H 0.64465 3.89164 1.44801 -0.96 -1.30 0.00 0.482
H -0.86153 3.50635 1.30313 0.90 -0.38 0.16 0.476
```
Forces are in eV/Å.

The spin multiplicity is 1. For the lowest unoccupied orbital energy (alpha / beta), the calculation gives 0.009 / 0.009 Ha. For the HOMO energy (alpha / beta), the calculation gives -0.276 / -0.276 Ha.

---

Formula: C2H7Br2N2
Source: the Open Molecules 2025 dataset
Level of theory: ωB97M-V/def2-TZVPD

Geometry as XYZ:
```
13
Properties=species:S:1:pos:R:3:forces:R:3:nbo_charge:R:1
C -0.48657 1.19102 -0.81088 -0.10 -1.24 2.55 0.045
C -0.45536 -0.74635 0.13287 -0.43 1.13 -1.69 -0.294
N 0.19643 1.11287 -1.93613 -0.10 -0.02 -1.17 -0.786
N 0.56318 -0.66494 1.28878 -3.60 -0.99 -0.51 -0.732
Br 0.33640 2.29789 0.62752 -0.36 -0.32 -0.86 0.019
Br 0.41707 -1.87550 -1.15960 -0.49 0.16 0.25 0.073
H -1.52933 1.47303 -0.94351 0.09 -0.36 0.37 0.234
H -1.53889 -1.02429 0.27258 1.59 -0.02 0.71 0.259
H -0.32379 0.74839 -2.72601 0.10 0.23 -0.07 0.419
H 1.13418 0.77858 -1.90704 0.75 -0.03 -0.05 0.402
H 1.15238 -0.02068 0.81862 2.24 0.37 0.21 0.455
H 0.84884 -1.56997 1.69838 0.52 0.54 -0.71 0.462
H 0.10272 -0.12896 1.99792 -0.21 0.56 0.96 0.443
```
Forces are in eV/Å.

The spin multiplicity is 1. For the lowest unoccupied orbital energy, the calculation gives -0.126 Ha. As for the total charge: +1. For the HOMO energy, the calculation gives -0.494 Ha.

---

Formula: C2H7Br2N3PdS
Source: the Open Molecules 2025 dataset
Level of theory: ωB97M-V/def2-TZVPD

Geometry as XYZ:
```
16
Properties=species:S:1:pos:R:3:forces:R:3:nbo_charge:R:1
Pd 0.11755 1.85418 0.59301 -0.18 -0.22 0.38 0.552
N 1.24362 0.81812 -0.79415 0.15 -0.06 -0.03 -0.595
N 0.65156 0.67971 -2.06880 0.07 0.01 -0.03 -0.418
C -0.54048 1.23266 -2.30866 0.00 -0.04 -0.11 0.326
N -1.08825 1.12556 -3.49852 0.01 -0.01 0.00 -0.706
S -1.36655 2.06984 -1.06345 -0.11 0.22 0.01 0.093
H 2.12062 1.33751 -0.88624 0.00 -0.08 -0.08 0.428
H 1.45492 -0.11804 -0.44246 0.00 0.06 0.05 0.429
H 1.18735 0.19702 -2.78007 0.01 0.01 0.02 0.434
H -0.66254 0.61332 -4.25905 0.01 0.02 0.01 0.440
H -1.98363 1.55616 -3.68524 0.00 -0.02 0.00 0.453
Br 1.32591 1.41932 2.86984 0.04 0.10 -0.20 0.208
C -0.08581 2.47293 3.68210 -0.05 0.03 0.05 -0.491
Br -1.24401 3.09687 2.24532 0.01 0.00 -0.07 0.296
H 0.34927 3.33897 4.16848 0.00 -0.04 0.00 0.276
H -0.66854 1.83749 4.33939 0.03 0.02 0.00 0.275
```
Forces are in eV/Å.

The spin multiplicity is 1. For the lowest unoccupied orbital energy, the calculation gives -0.347 Ha. As for the total charge: +2. For the HOMO energy, the calculation gives -0.634 Ha.

---

Formula: C2H7BrN2S
Source: the Open Molecules 2025 dataset
Level of theory: ωB97M-V/def2-TZVPD

Geometry as XYZ:
```
13
Properties=species:S:1:pos:R:3:forces:R:3:nbo_charge:R:1
C 1.28600 1.46314 0.49139 0.99 -1.57 -0.57 -0.762
S -0.18544 0.44030 0.95650 0.65 0.45 0.70 0.253
N -0.02443 -0.52067 -0.54769 -3.71 3.65 -1.21 -0.384
N -0.04547 -1.86342 -0.48982 2.10 -2.65 0.69 -0.673
C -1.41669 0.06181 -1.39607 3.97 -1.10 -0.92 -0.328
Br -2.83461 -1.23988 -1.43413 -0.28 0.61 0.38 0.024
H 1.93950 1.93977 1.26768 -0.97 -0.86 -0.21 0.232
H 1.09454 2.24942 -0.26796 -0.18 -0.73 0.31 0.209
H 1.77059 0.51161 0.04470 0.23 2.37 0.29 0.250
H 0.58343 -2.24335 0.24046 -0.21 0.72 -0.79 0.365
H -0.89220 -2.36789 -0.38756 -1.48 0.13 0.24 0.345
H -1.56125 1.07188 -0.92864 -0.48 -1.36 -0.62 0.244
H -1.04802 0.06733 -2.48173 -0.62 0.35 1.70 0.223
```
Forces are in eV/Å.

As for the SMILES: CSN(N)CBr. The spin multiplicity is 1. For the lowest unoccupied orbital energy, the calculation gives 0.025 Ha. For the HOMO energy, the calculation gives -0.305 Ha.

---

For the records above, the corresponding energy relative to the best compared isomer or geometry (same formula, charge and spin) values read 156.4, 31.8, 0.0, 26.8 kcal per mole.
For the records above, the corresponding DFT total energy values read -330.86898, -5337.61005, -5918.15434, -3161.98993 hartree.